The following is a DFT calculation (wB97M-V/def2-TZVPD) of C4H4N2 in the gas phase.

molecular weight = 80.1 g mol⁻¹
gap between HOMO and LUMO (spin up / spin down) = 8.45 / 8.45 eV
E = -264.13599 a.u.

Each line ends with the Mulliken charge.
Positions of all 10 atoms, in Å:
C1 0.41627 -1.13048 -0.07412  -0.40
C2 -0.86467 -0.97001 0.47364  -0.15
N1 -1.54902 0.16715 0.17162  -0.15
N2 -1.01914 1.24431 -0.25004  -0.35
C3 0.39482 1.27326 -0.07298  -0.06
C4 1.11852 0.07027 -0.00043  -0.27
H1 0.83320 -2.07333 -0.42968  0.35
H2 -1.42091 -1.70540 1.05764  0.40
H3 0.81154 2.22953 0.26063  0.45
H4 1.09921 1.04189 -1.07643  0.17